C50H81N2O15PS5 | ωB97M-V with the def2-TZVPD basis set

Cartesian coordinates (Å):
1 C -3.709 4.780 -8.752
2 C -4.295 5.052 -7.273
3 C -3.693 4.058 -6.153
4 C -4.555 4.124 -4.778
5 C -3.694 3.601 -3.499
6 C -3.636 4.724 -2.322
7 C -4.160 4.140 -0.889
8 C -3.377 4.959 0.254
9 C -2.600 4.010 1.318
10 C -1.678 2.921 0.559
11 C -0.683 2.253 1.636
12 C 0.129 0.978 1.065
13 C 1.486 0.862 1.957
14 C 2.814 0.816 1.034
15 C 3.227 -0.722 0.893
16 C 3.330 -1.469 -0.494
17 C 3.749 -2.987 -0.608
18 P 3.862 -3.894 -2.290
19 N 4.386 -2.714 -3.497
20 O 2.264 -4.454 -2.609
21 C 4.126 -3.832 0.677
22 C 4.599 -5.354 0.652
23 C 4.007 -3.090 2.025
24 C 3.566 -1.570 2.139
25 C 3.594 -1.210 3.696
26 O 3.600 -0.080 4.257
27 N 3.667 -2.541 4.307
28 O 2.768 -2.866 5.281
29 C 2.065 -4.085 5.013
30 O 2.430 -5.172 5.551
31 C 0.754 -4.193 4.096
32 C 0.075 -5.595 3.861
33 C -1.227 -5.774 3.016
34 C -1.863 -4.470 2.406
35 C -1.218 -3.071 2.595
36 C 0.096 -2.942 3.453
37 C 4.315 -3.600 3.530
38 O 4.976 -4.607 3.898
39 H -4.333 5.336 -9.547
40 H -2.594 5.029 -8.849
41 H -3.835 3.656 -8.955
42 H -4.152 6.165 -7.010
43 H -5.443 4.898 -7.318
44 H -3.640 2.960 -6.519
45 H -2.592 4.365 -5.970
46 H -5.001 5.171 -4.614
47 H -5.405 3.357 -4.911
48 H -4.199 2.676 -3.022
49 H -2.635 3.266 -3.818
50 H -4.274 5.650 -2.562
51 H -2.530 5.045 -2.256
52 H -5.294 4.331 -0.778
53 H -4.022 3.009 -0.848
54 H -2.665 5.752 -0.198
55 H -4.153 5.575 0.856
56 H -1.896 4.682 1.941
57 H -3.366 3.539 2.036
58 H -2.320 2.078 0.102
59 H -1.094 3.485 -0.252
60 H 0.030 3.085 2.021
61 H -1.298 1.893 2.543
62 H -0.515 0.038 1.238
63 H 0.342 1.056 -0.057
64 H 1.611 1.770 2.654
65 H 1.351 -0.071 2.614
66 H 3.604 1.447 1.564
67 H 2.602 1.290 0.010
68 H 3.088 -0.897 -1.455
69 H 4.066 -3.080 -4.407
70 H 5.420 -2.766 -3.505
71 H 1.975 -4.988 -1.835
72 H 5.144 -5.598 1.624
73 H 5.276 -5.595 -0.240
74 H 3.650 -6.014 0.625
75 H 0.515 -6.565 4.305
76 H -1.746 -6.784 2.856
77 H -2.836 -4.561 1.810
78 H -1.679 -2.127 2.124
79 H 0.603 -1.925 3.649
80 C 5.282 -3.643 8.065
81 C 6.053 -3.905 6.770
82 C 7.544 -3.890 7.113
83 S 7.670 -4.399 8.823
84 O 8.170 -3.287 9.599
85 O 8.268 -5.714 8.886
86 C 5.916 -4.549 9.113
87 H 4.216 -3.848 7.950
88 H 5.397 -2.594 8.358
89 H 5.776 -4.886 6.374
90 H 5.817 -3.164 6.004
91 H 8.108 -4.583 6.487
92 H 7.964 -2.886 7.027
93 H 5.681 -4.253 10.135
94 H 5.638 -5.593 8.950
95 C -5.551 -7.264 5.720
96 C -6.453 -7.995 4.723
97 C -6.589 -7.103 3.487
98 S -5.092 -6.126 3.409
99 O -5.437 -4.739 3.617
100 O -4.296 -6.563 2.282
101 C -4.364 -6.759 4.910
102 H -5.231 -7.918 6.533
103 H -6.092 -6.419 6.157
104 H -5.989 -8.946 4.442
105 H -7.430 -8.222 5.154
106 H -6.684 -7.692 2.575
107 H -7.434 -6.419 3.579
108 H -3.804 -5.970 5.413
109 H -3.696 -7.579 4.636
110 C 2.796 4.437 5.780
111 C 1.733 5.356 6.387
112 C 0.513 5.317 5.465
113 S 0.543 3.717 4.664
114 O 0.764 3.915 3.246
115 O -0.545 2.912 5.169
116 C 2.067 3.155 5.401
117 H 3.611 4.243 6.481
118 H 3.222 4.905 4.886
119 H 1.457 4.987 7.380
120 H 2.103 6.377 6.508
121 H -0.418 5.425 6.023
122 H 0.572 6.084 4.690
123 H 2.620 2.540 4.691
124 H 1.813 2.570 6.288
125 C 4.321 3.135 -4.664
126 C 4.955 3.097 -3.272
127 C 3.825 3.227 -2.249
128 S 2.364 2.549 -3.030
129 O 1.408 3.614 -3.218
130 O 2.015 1.302 -2.384
131 C 3.129 2.190 -4.601
132 H 5.029 2.837 -5.440
133 H 3.982 4.152 -4.887
134 H 5.471 2.141 -3.132
135 H 5.696 3.890 -3.143
136 H 4.041 2.668 -1.337
137 H 3.623 4.272 -2.005
138 H 2.413 2.347 -5.407
139 H 3.454 1.147 -4.583
140 C -6.246 2.236 -12.098
141 C -6.135 3.505 -12.946
142 C -4.725 4.065 -12.752
143 S -3.679 2.665 -12.367
144 O -3.195 2.810 -11.014
145 O -2.792 2.414 -13.480
146 C -4.977 1.441 -12.376
147 H -7.141 1.661 -12.344
148 H -6.296 2.504 -11.038
149 H -6.289 3.253 -14.001
150 H -6.893 4.242 -12.672
151 H -4.358 4.554 -13.655
152 H -4.683 4.759 -11.910
153 H -4.774 0.678 -11.625
154 H -5.004 0.991 -13.371

Cartesian forces (eV/Å) of the 6 atoms listed first:
-0.5 -0.7 0.6
-0.4 -0.2 -0.5
0.2 0.8 0.1
0.6 -1.4 -0.4
-0.7 0.5 0.4
0.2 -0.9 0.0

Calculated values
Spin multiplicity: 1
HOMO level (eV): -8.013
SMILES: CCCCCCCCCCCCCCc1cc(P(N)O)c(C)c2c1C(=O)N(OC(=O)c1ccccc1)C2=O.O=S1(=O)CCCC1.O=S1(=O)CCCC1.O=S1(=O)CCCC1.O=S1(=O)CCCC1.O=S1(=O)CCCC1
Lowest unoccupied orbital energy (eV): -1.23
Orbital gap (eV): 6.782
Largest force on an atom (Eh/bohr): 0.1067
Energy (Eh): -5523.62377

These are the Löwdin partial charges, in e, on atoms 1 to 5: number 1, C, carries -0.15; number 2, C, carries -0.28; number 3, C, carries -0.23; number 4, C, carries -0.21; number 5, C, carries -0.20

---

C50H88N2O20S8 | ωB97M-V with the def2-TZVPD basis set

Cartesian coordinates (Å):
1 C -0.312 -3.571 -3.236
2 C -1.257 -4.061 -4.129
3 C -1.060 -5.304 -4.704
4 C 0.012 -6.047 -4.314
5 C 0.924 -5.557 -3.395
6 C 0.745 -4.318 -2.810
7 N 0.232 -7.385 -4.890
8 O 1.243 -7.960 -4.643
9 O -0.622 -7.816 -5.643
10 H -0.430 -2.611 -2.742
11 H -2.161 -3.523 -4.385
12 H -1.744 -5.785 -5.388
13 H 1.778 -6.138 -3.063
14 H 1.371 -3.866 -2.061
15 C 6.630 2.446 -6.335
16 C 7.357 1.868 -5.291
17 C 6.693 1.358 -4.208
18 C 5.331 1.156 -4.291
19 C 4.607 1.726 -5.330
20 C 5.245 2.325 -6.371
21 N 4.650 0.405 -3.295
22 O 3.530 0.623 -3.115
23 O 5.280 -0.302 -2.643
24 H 7.162 2.815 -7.204
25 H 8.431 1.798 -5.394
26 H 7.252 0.795 -3.459
27 H 3.527 1.596 -5.333
28 H 4.704 2.779 -7.189
29 C -9.342 -1.039 -0.207
30 C -7.858 -1.038 -0.313
31 C -7.423 -1.852 -1.529
32 C -6.044 -1.436 -2.003
33 C -4.879 -1.832 -1.105
34 C -4.785 -3.368 -0.976
35 H -9.759 -2.049 -0.149
36 H -9.841 -0.557 -1.059
37 H -9.746 -0.496 0.656
38 H -7.528 -0.002 -0.396
39 H -7.443 -1.510 0.576
40 H -8.144 -1.770 -2.346
41 H -7.376 -2.923 -1.309
42 H -5.779 -1.740 -3.040
43 H -6.052 -0.350 -2.242
44 H -3.926 -1.441 -1.470
45 H -5.028 -1.455 -0.081
46 H -4.955 -3.748 -2.001
47 H -3.777 -3.727 -0.775
48 H -5.569 -3.788 -0.356
49 C -3.671 0.711 -4.066
50 C -2.393 0.726 -4.981
51 C -1.641 1.934 -4.536
52 S -2.772 3.210 -4.040
53 O -3.006 4.155 -5.085
54 O -2.412 3.708 -2.734
55 C -4.178 2.088 -3.925
56 H -3.447 0.160 -3.153
57 H -4.393 0.078 -4.597
58 H -2.785 0.810 -5.999
59 H -1.854 -0.212 -4.921
60 H -0.867 2.333 -5.191
61 H -1.132 1.647 -3.603
62 H -4.991 2.488 -4.525
63 H -4.585 2.162 -2.907
64 C 5.089 3.358 -0.199
65 C 5.270 2.565 1.096
66 C 6.715 2.704 1.527
67 S 7.653 2.888 -0.011
68 O 8.455 1.732 -0.166
69 O 8.279 4.181 -0.008
70 C 6.209 2.871 -1.060
71 H 5.136 4.410 0.077
72 H 4.126 3.138 -0.642
73 H 5.030 1.510 0.969
74 H 4.635 3.004 1.862
75 H 7.022 1.741 1.915
76 H 6.866 3.553 2.175
77 H 6.058 1.802 -1.261
78 H 6.453 3.331 -2.015
79 C 5.992 2.399 5.989
80 C 5.166 1.837 4.816
81 C 3.966 2.761 4.608
82 S 3.564 3.316 6.306
83 O 2.370 2.652 6.730
84 O 3.687 4.747 6.411
85 C 4.966 2.544 7.126
86 H 6.404 3.396 5.830
87 H 6.716 1.626 6.262
88 H 4.784 0.837 4.983
89 H 5.782 1.815 3.913
90 H 3.104 2.186 4.303
91 H 4.206 3.637 4.022
92 H 4.621 1.548 7.435
93 H 5.275 3.038 8.040
94 C -4.619 3.004 -0.151
95 C -3.850 1.674 -0.200
96 C -3.697 1.196 1.255
97 S -3.599 2.683 2.268
98 O -2.238 2.818 2.708
99 O -4.649 2.671 3.233
100 C -3.984 3.842 0.953
101 H -5.670 2.751 0.021
102 H -4.474 3.577 -1.069
103 H -2.876 1.805 -0.689
104 H -4.297 0.850 -0.762
105 H -2.726 0.742 1.405
106 H -4.549 0.637 1.620
107 H -2.997 4.097 0.545
108 H -4.492 4.743 1.260
109 C -1.988 -5.998 2.539
110 C -2.359 -6.396 3.996
111 C -3.081 -5.245 4.673
112 S -3.873 -4.245 3.446
113 O -3.617 -2.853 3.689
114 O -5.241 -4.723 3.262
115 C -2.894 -4.893 2.076
116 H -2.083 -6.842 1.870
117 H -0.970 -5.608 2.535
118 H -1.516 -6.656 4.631
119 H -3.065 -7.237 3.988
120 H -2.227 -4.577 4.906
121 H -3.597 -5.373 5.612
122 H -2.324 -4.014 1.748
123 H -3.552 -5.082 1.234
124 C 1.377 -2.360 4.739
125 C 1.127 -3.690 4.068
126 C 1.143 -4.746 5.161
127 S 0.473 -3.830 6.606
128 O 1.469 -3.763 7.625
129 O -0.848 -4.320 6.881
130 C 0.297 -2.220 5.781
131 H 1.508 -1.507 4.072
132 H 2.353 -2.391 5.248
133 H 1.854 -3.773 3.253
134 H 0.164 -3.728 3.542
135 H 2.153 -5.034 5.433
136 H 0.465 -5.566 4.979
137 H 0.230 -1.480 6.561
138 H -0.671 -2.325 5.278
139 C 1.532 0.093 1.250
140 C 2.137 0.200 -0.161
141 C 1.267 -0.569 -1.174
142 S -0.322 -0.893 -0.376
143 O -0.454 -2.275 0.000
144 O -1.297 -0.199 -1.176
145 C 0.032 0.037 1.129
146 H 1.957 0.779 1.975
147 H 1.829 -0.910 1.618
148 H 3.129 -0.237 -0.196
149 H 2.134 1.251 -0.446
150 H 1.770 -1.511 -1.356
151 H 0.956 -0.008 -2.042
152 H -0.552 -0.224 2.005
153 H -0.344 1.027 0.813
154 C 0.411 6.478 -1.632
155 C 0.611 5.647 -2.911
156 C 1.605 4.596 -2.509
157 S 0.955 4.011 -0.926
158 O 2.045 3.986 0.022
159 O 0.192 2.842 -1.198
160 C -0.025 5.492 -0.582
161 H -0.333 7.247 -1.823
162 H 1.325 6.966 -1.298
163 H 0.990 6.349 -3.658
164 H -0.339 5.262 -3.273
165 H 2.625 4.972 -2.437
166 H 1.694 3.662 -3.071
167 H 0.204 5.719 0.456
168 H -1.059 5.143 -0.633

Cartesian forces (eV/Å) of the 6 atoms listed first:
-1.3 1.0 0.4
0.0 0.0 -0.3
-0.9 -0.2 -0.1
1.2 0.1 0.6
1.1 -0.6 0.9
0.0 -0.2 -0.7

Calculated values
Spin multiplicity: 1
HOMO level (eV): -10.188
SMILES: O=[N+]([O-])c1ccccc1.O=[N+]([O-])c1ccccc1.O=S1(=O)CCCC1.O=S1(=O)CCCC1.O=S1(=O)CCCC1.O=S1(=O)CCCC1.O=S1(=O)CCCC1.O=S1(=O)CCCC1.O=S1(=O)CCCC1.O=S1(=O)CCCC1.CCCCCC
Lowest unoccupied orbital energy (eV): -0.90
Orbital gap (eV): 9.284
Largest force on an atom (Eh/bohr): 0.1332
Energy (Eh): -6757.43561

These are the Löwdin partial charges, in e, on atoms 1 to 5: number 1, C, carries -0.08; number 2, C, carries -0.05; number 3, C, carries -0.01; number 4, C, carries -0.15; number 5, C, carries 0.00

---

Which of these has the highest HOMO level? C50H81N2O15PS5